(1)
Computed, not measured: a molecular structure, C10H12NO2S in a non-equilibrium geometry, with ωB97M-V/def2-TZVPD.

The net charge is +1. The frontier orbital gap comes out at 7.968 eV. Its total energy is -26976.443 eV. Its maximum force is 0.090 Eh/bohr.

```
26
Properties=species:S:1:pos:R:3:mulliken_charge:R:1
N -1.57 0.48 0.90 0.174
H -0.43 -1.75 2.37 0.205
H -3.52 1.23 0.45 0.361
H -0.81 -0.22 -1.80 0.359
C -2.81 -0.27 -0.99 -0.576
H 1.64 -2.15 -0.41 0.495
C -2.61 0.92 -0.07 -0.587
C 3.68 0.65 -0.12 -0.508
O 0.55 1.97 0.96 -0.724
C 1.05 -0.22 0.23 0.154
H 4.71 0.93 -0.29 0.436
C -0.87 -0.69 0.30 -0.145
C -1.39 -0.83 -1.11 -0.925
H -3.23 0.01 -1.95 0.385
C 1.91 -1.13 -0.18 -0.196
H 3.02 2.57 0.49 0.450
H -3.48 -1.01 -0.53 0.293
H -0.85 1.25 1.07 0.353
O 4.15 -1.58 -0.77 -0.465
H -2.00 0.21 1.79 0.460
H -2.22 1.77 -0.63 0.302
C 3.35 -0.77 -0.38 -0.037
C 2.77 1.53 0.30 -0.505
C 1.37 1.17 0.54 0.868
S -1.04 -2.20 1.26 -0.105
H -1.37 -1.86 -1.45 0.479
```



(2)
Computed, not measured: a single C5H8N2 molecule in a non-equilibrium geometry, with ωB97M-V/def2-TZVPD.

The net charge is 0. The frontier orbital gap comes out at 8.939 eV. Its total energy is -8292.772 eV. Its maximum force is 0.071 Eh/bohr.

```
15
Properties=species:S:1:pos:R:3:mulliken_charge:R:1
N -0.80 -1.85 -0.58 -0.264
N -1.24 -0.64 -1.09 -0.610
H -1.27 2.03 -1.80 0.296
H 2.10 0.09 1.76 0.324
C -0.54 1.73 -0.94 -1.200
H 1.42 1.54 0.81 0.297
H -0.33 -2.00 1.60 0.241
C 0.16 -1.65 0.62 -0.412
H -0.94 2.34 -0.12 0.320
H 0.51 2.19 -1.22 0.278
C 1.44 0.52 1.03 -1.195
C 0.46 -0.19 0.42 0.705
H 1.17 -2.12 0.44 0.250
C -0.46 0.30 -0.63 0.685
H -1.68 -2.27 -0.30 0.286
```



(3)
Computed, not measured: 2 unconnected molecules or ions with the total composition C10H13FSi in a non-equilibrium geometry, with ωB97M-V/def2-TZVPD.

The net charge is 0. The frontier orbital gap (alpha / beta) comes out at 9.281 / 5.595 eV. Its total energy is -21170.731 eV. Its maximum force is 0.089 Eh/bohr.

```
25
Properties=species:S:1:pos:R:3:mulliken_charge:R:1
C 3.66 0.74 1.95 -0.790
H 2.34 -1.05 -2.35 0.448
H -4.91 0.33 1.56 0.332
H -2.92 1.68 0.55 0.318
C -3.04 0.55 0.50 -0.420
C 2.87 -0.32 1.60 -0.219
H 2.59 -0.99 2.38 0.309
H -4.60 -2.07 2.12 0.298
C -2.89 -2.23 0.75 -0.367
H 4.03 0.74 2.93 0.295
C -3.90 -1.52 1.41 -0.278
H 0.66 -1.20 -2.12 0.196
C -2.16 -0.21 -0.26 -0.078
H 1.61 0.91 -3.50 0.336
H 1.07 1.53 -1.88 0.299
H -2.49 -3.23 1.10 0.257
C -2.06 -1.61 -0.17 -0.257
H 2.82 1.25 -2.28 0.295
H 4.19 1.39 1.31 0.291
H -1.59 -2.13 -0.89 0.580
C 1.78 0.82 -2.41 -1.163
Si 1.92 -0.66 0.10 0.337
C 1.62 -0.53 -1.80 -0.390
F 0.88 -1.81 0.71 -0.229
C -4.00 -0.16 1.18 -0.400
```



(4)
Computed, not measured: 7 unconnected molecules or ions with the total composition C21H36O21 in a non-equilibrium geometry, with ωB97M-V/def2-TZVPD.

The net charge is 0. The frontier orbital gap comes out at 10.616 eV. Its total energy is -65355.943 eV. Its maximum force is 0.132 Eh/bohr.

```
78
Properties=species:S:1:pos:R:3:mulliken_charge:R:1
C -4.12 -0.82 0.96 0.744
H -6.12 -2.00 3.21 0.203
H -3.99 -0.23 -2.32 0.255
O 0.64 -5.23 1.51 -0.313
H 0.53 1.32 -6.69 0.315
H 0.89 3.98 -0.57 0.399
H 5.72 1.14 0.63 0.290
H 0.89 -2.47 0.43 -0.041
O -4.49 -0.54 -0.32 -0.342
C 0.61 1.49 -5.62 -0.097
O 3.87 1.57 -0.20 -0.291
C -3.54 -0.48 -1.36 -0.329
H 0.97 3.60 -2.28 0.068
C 1.23 -5.69 0.27 -0.742
H 0.93 -6.72 0.12 0.341
O -5.21 -1.03 1.65 -0.352
O 2.28 2.63 -1.09 -0.191
C 2.71 2.14 0.03 0.963
H 2.32 -5.66 0.28 0.354
H -1.93 2.25 -3.80 0.198
C -3.27 5.10 -2.90 0.680
H -4.89 -0.68 3.56 0.277
H 4.55 1.62 1.82 0.337
H 0.62 -1.34 5.46 0.260
H -4.34 -2.26 2.94 0.296
H 4.46 0.08 1.00 0.214
C -4.61 6.54 -1.60 -0.701
O 0.56 -5.06 3.57 -0.290
C 1.00 3.16 -1.28 -0.385
H -0.32 1.17 -5.15 0.058
O 0.65 -1.59 -1.41 -0.387
O -0.42 -0.13 -2.77 -0.548
C 1.82 0.73 -5.06 0.007
C 1.28 -5.41 2.58 0.949
H 0.09 -4.87 5.57 0.269
O -3.00 -0.91 1.36 -0.528
H 1.16 -6.27 5.19 0.323
O -4.26 5.19 -2.04 -0.288
C 4.66 1.14 0.85 -0.712
O 0.98 2.82 -5.54 -0.325
O 2.57 1.67 -4.47 -0.289
H 0.96 0.10 1.25 0.209
H 1.72 0.08 5.40 0.285
C 2.57 -2.17 3.42 0.693
O 2.17 2.26 1.16 -0.702
O 3.22 -2.54 4.54 -0.378
C 0.35 -0.51 0.59 -0.151
H 2.27 -2.49 6.33 0.266
O -2.58 5.99 -3.40 -0.578
O -3.15 3.78 -3.18 -0.287
O 2.60 3.91 -4.32 -0.560
C 1.60 -0.97 5.15 -0.374
C 0.88 -5.25 4.92 -0.606
H -0.45 -0.87 1.24 0.116
H 1.44 0.09 -4.26 -0.023
H 0.23 2.40 -1.16 0.083
H -1.18 3.77 -3.65 0.195
C -5.16 -1.54 2.95 -0.612
H -2.72 0.20 -1.09 0.100
H -3.22 -1.52 -1.38 0.306
H 1.74 -4.65 5.23 0.173
C -2.10 3.30 -3.99 -0.488
O 1.74 -1.11 3.73 -0.233
C 2.77 -1.78 5.67 -0.342
H 3.47 -1.18 6.25 0.341
H 0.91 -5.04 -0.54 0.208
H 2.41 0.24 -5.84 0.262
H -5.32 6.48 -0.77 0.269
C 1.15 -1.55 -0.09 0.364
O 2.78 -2.64 2.31 -0.533
H -3.86 7.26 -1.26 0.311
C 2.10 2.88 -4.73 0.689
H -2.12 3.66 -5.02 0.377
H 2.22 -1.32 -0.14 0.188
C -0.08 -0.49 -1.66 0.590
O -0.09 0.25 -0.48 -0.440
O 2.37 -6.02 2.66 -0.669
H -5.13 7.10 -2.38 0.308
```



(5)
Computed, not measured: a molecular structure, C24H17ClCuN3O10, with ωB97M-V/def2-TZVPD.

The net charge is -1. The frontier orbital gap (alpha / beta) comes out at 7.003 / 7.001 eV. Its expectation value of S² is 0.76. Its total energy is -107264.502 eV. As for the spin multiplicity: 2. Its maximum force is 0.012 Eh/bohr.

```
56
Properties=species:S:1:pos:R:3:mulliken_charge:R:1
H 2.46 -2.10 4.51 0.325
H 1.86 -3.38 -6.32 0.456
O 2.23 -5.73 -6.54 -0.624
H -1.81 1.39 4.34 0.423
O -2.40 -0.56 0.08 -0.669
C 0.44 -1.22 6.05 -0.845
C 0.34 2.99 -2.69 -0.920
C -0.76 3.51 -0.64 0.728
C 1.84 -1.37 4.01 -0.946
N -0.53 1.57 2.25 -0.583
C 1.77 -4.68 -3.18 -0.549
C -1.18 0.67 4.82 -0.279
C -1.41 4.63 -1.16 -0.755
C 1.89 -4.59 -4.56 0.142
Cu 0.13 0.47 -0.37 0.374
C 0.72 -0.82 4.73 0.858
C 0.20 0.51 2.73 -0.363
C -0.09 0.13 4.09 0.476
C 1.13 -1.03 -2.36 0.668
C -2.13 3.63 1.34 -0.345
O -3.81 0.71 -1.36 -0.667
C -2.42 5.24 -0.42 -0.591
Cl -2.62 -0.07 -1.27 1.760
H 1.44 -1.28 -5.00 0.451
H 1.01 2.20 -3.02 0.211
H 1.37 -3.55 -1.40 0.414
H 1.87 -5.64 -2.70 0.463
O 1.63 0.27 0.84 -0.958
C 1.77 -3.40 -5.24 -0.522
O -1.45 0.84 -1.58 -0.558
C -2.78 4.75 0.83 -0.780
C -1.43 0.27 6.11 -0.712
C 2.12 -1.00 2.75 -0.841
O -2.61 -1.14 -2.22 -0.655
C 1.38 -2.31 -3.13 0.010
C -0.61 -0.68 6.74 -0.493
H 1.08 -1.96 6.52 0.358
C 1.50 -3.53 -2.47 -0.219
H -2.27 0.70 6.64 0.389
N -0.45 1.83 1.02 0.828
H -2.92 6.10 -0.84 0.377
C 1.29 -0.05 2.04 1.718
O 0.24 2.86 -1.28 -0.404
C 1.52 -2.25 -4.51 -0.362
C -1.14 3.02 0.61 0.510
H -3.57 5.23 1.39 0.383
H -2.41 3.21 2.29 0.407
H -1.15 5.01 -2.14 0.383
H -0.64 2.84 -3.15 0.422
H 2.96 -1.41 2.20 0.472
O 2.29 -6.86 -4.71 -0.623
H 0.74 3.97 -2.96 0.349
H -0.83 -0.99 7.75 0.374
N 2.18 -5.82 -5.33 0.996
O 0.55 -1.19 -1.23 -0.750
O 1.46 0.04 -2.86 -0.714
```



(6)
Computed, not measured: 2 unconnected molecules or ions with the total composition C8H11NO in a non-equilibrium geometry, with ωB97M-V/def2-TZVPD.

The net charge is 0. The frontier orbital gap comes out at 9.973 eV. Its total energy is -12010.520 eV. Its maximum force is 0.131 Eh/bohr.

```
21
Properties=species:S:1:pos:R:3:mulliken_charge:R:1
H 2.34 -2.19 1.14 0.496
O -2.48 0.89 1.12 -0.567
H 0.69 1.85 0.94 0.389
H -4.87 -0.79 0.40 0.271
C 2.35 1.42 -0.39 -0.230
C 3.40 -0.76 -0.13 -0.211
H -0.96 -0.16 -0.60 0.205
H 4.42 0.71 -1.03 0.313
H -2.31 -1.18 -1.31 0.185
C 2.39 -1.24 0.76 -0.614
C 3.41 0.58 -0.63 -0.247
H 4.08 -1.47 -0.70 0.278
C 1.43 -0.22 1.14 -0.323
H 2.63 2.39 -0.84 0.295
H 0.72 -0.58 1.82 0.434
C -2.85 0.22 0.18 0.670
C -4.35 -0.15 -0.34 -1.082
C 1.42 1.08 0.63 -0.575
H -4.43 -0.51 -1.33 0.316
N -2.00 -0.53 -0.62 -0.350
H -5.03 0.64 -0.20 0.346
```